Record 1
Here is a molecular structure, C22H38B2CaCl3CsF8IKNO13PSi2 at a distorted geometry from OMol25. Energies are from the ωB97M-V functional and the def2-TZVPD basis.

```
94
C22H38B2CaCl3CsF8IKNO13PSi2 (the ωB97M-V functional and the def2-TZVPD basis)
C -1.4272 -4.8964 3.1163
O -2.2460 -3.7457 3.0321
C -2.6657 -3.5509 1.6638
C -3.3100 -2.1806 1.4409
C -2.1517 -1.2086 1.0745
C -2.6267 0.2237 1.2974
C -1.6476 1.2775 0.7055
C -1.9184 2.6147 1.4239
Si -0.7930 4.0190 0.8696
C -1.1001 5.4658 2.0248
C 0.1458 5.9515 2.8137
C -0.3630 6.5868 4.1287
I 1.5180 4.3688 3.3710
O -1.3172 4.5138 -0.7793
Si -0.2712 5.7856 -1.3983
C -0.8427 6.4699 -3.1271
P 1.8724 5.2678 -1.5457
C 2.6299 6.5893 -2.6210
O 2.0433 3.7279 -2.3419
H -1.8925 -5.6207 3.8634
H -0.3725 -4.6614 3.4964
H -1.3938 -5.4152 2.1517
H -3.3047 -4.3922 1.3621
H -1.7516 -3.5614 1.0482
H -3.8855 -1.8371 2.3088
H -3.9990 -2.2317 0.5929
H -1.2919 -1.4507 1.7130
H -1.9573 -1.3280 0.0099
H -2.6770 0.4463 2.3784
H -3.6369 0.3847 0.9014
H -0.6205 0.9105 0.7959
H -1.9017 1.4349 -0.3562
H -1.8010 2.4829 2.5083
H -2.9630 2.9447 1.2735
H 0.6102 3.6373 0.7166
H -1.5065 6.3478 1.4994
H -1.8800 5.1816 2.7483
H 0.6149 6.7977 2.2706
H 0.3084 7.3751 4.4645
H -1.4130 6.8773 4.0524
H -0.3096 5.7787 4.8863
H -0.3411 6.8968 -0.4397
H -1.9426 6.3361 -3.3344
H -0.1847 6.0144 -3.8793
H -0.6042 7.5391 -3.1051
H 2.2408 7.5850 -2.3515
H 3.7171 6.6104 -2.5179
H 2.4197 6.4521 -3.7067
H 2.9059 3.6877 -2.8240
K -0.0341 -5.0959 4.9830
F 0.8982 8.5595 2.8061
Cs 3.3679 2.4904 -1.4794
F 3.8305 6.6808 -4.7621
C 3.9491 -5.2022 -1.4164
C 3.8967 -3.8737 -1.3130
C 4.8843 -2.9919 -2.0103
O 4.7843 -1.7802 -1.9003
C 5.9338 -3.6254 -2.7929
C 5.9875 -4.9563 -2.8961
C 4.9856 -5.8371 -2.2222
O 5.0695 -7.0373 -2.3585
O 6.9342 -5.5664 -3.6028
O 2.9612 -3.2641 -0.5810
H 3.2401 -5.8486 -0.9192
H 6.6514 -2.9797 -3.2782
H 6.7452 -6.5167 -3.5190
H 3.1389 -2.3179 -0.6797
C 2.1907 0.0889 5.8420
N 1.9342 -1.3742 5.8835
O 1.3429 -1.8703 4.9501
O 2.3308 -1.9740 6.8447
H 1.7777 0.4876 4.9230
H 1.7063 0.5299 6.7079
H 3.2664 0.2325 5.8784
B -4.3159 -1.3498 -2.4916
F -3.6198 -0.1451 -2.1947
F -5.5144 -1.3689 -1.7553
F -4.6069 -1.3949 -3.8485
F -3.5303 -2.4555 -2.1240
C -7.1952 -3.3344 0.7462
Cl -6.1420 -3.6116 2.1547
Cl -7.5670 -1.6130 0.5841
Cl -6.4765 -3.9143 -0.7447
H -8.1202 -3.8646 0.9272
Ca -2.4637 4.3947 -2.3990
B 0.2428 -5.8374 -4.8142
O 1.6919 -6.0920 -5.0445
C 2.3625 -5.1181 -4.4842
O 3.5646 -5.0190 -4.4827
C 1.3941 -4.1507 -3.8444
O 1.7039 -3.1512 -3.2494
O 0.1716 -4.5701 -4.0368
F -0.3159 -6.8867 -4.0836
F -0.4185 -5.6942 -6.0352
```

Results
* electronic energy: -6638.8073 Eh
* LUMO level: -0.1665 hartree
* M: 1230.6 g/mol

In the Löwdin picture, each atom carries the following charge in e: C -0.2421; O -0.1730; C -0.2194; C -0.1900; C -0.1890; C -0.2127; C -0.2536; C -0.2770; Si 0.5162; C -0.3377; C -0.7862; C -0.2060; I 0.8230; O -0.6938; Si 0.3908; C -0.2257; P 0.7549; C -0.3246; O -1.0656; H 0.0822; H -0.0739; H 0.1160; H 0.1182; H 0.1292; H 0.0974; H 0.0960; H 0.1158; H 0.1222; H 0.1135; H 0.1267; H 0.1117; H 0.0926; H 0.0893; H 0.0945; H -0.0533; H 0.0790; H 0.0828; H 0.0406; H 0.0615; H 0.0747; H 0.0278; H 0.0390; H -0.0097; H 0.0603; H 0.0733; H 0.0619; H 0.0444; H 0.0161; H -0.1185; K 1.0603; F -0.7087; Cs 1.4595; F -0.7098; C 0.0677; C -0.2562; C -0.3152; O 0.0686; C 0.0688; C -0.2518; C -0.3375; O 0.1212; O 0.1232; O 0.0890; H 0.1378; H 0.1342; H 0.1201; H 0.1003; C 0.0630; N -0.4578; O 0.0439; O 0.0861; H 0.0920; H 0.1089; H 0.1086; B -1.2967; F 0.0401; F 0.0172; F 0.1112; F 0.0897; C -1.5063; Cl 0.5478; Cl 0.5344; Cl 0.6145; H 0.0062; Ca 1.6686; B -1.0401; O 0.2396; C -0.3970; O 0.1337; C -0.4136; O 0.1201; O 0.2396; F 0.1354; F 0.1393

Record 2
Here is a molecular structure, C22H38Br2ClIrN2O9SSi from OMol25. Energies are from the ωB97M-V functional and the def2-TZVPD basis.

```
77
C22H38Br2ClIrN2O9SSi (the ωB97M-V functional and the def2-TZVPD basis)
Ir 1.4726 -0.1812 1.4663
C -1.4467 -0.6069 -2.9769
C -0.3450 0.0385 -2.1451
C 1.0096 -0.2885 -2.7463
C -0.5894 1.5352 -2.0222
O -0.3479 -0.5370 -0.7850
Si -1.6038 -0.9101 0.1750
S -0.5102 -1.6829 1.9157
O -2.2908 0.4363 0.7491
C -3.6387 0.7157 1.2355
C -4.5871 0.7220 0.0455
C -4.0363 -0.3299 2.2668
C -3.5538 2.0948 1.8678
O -2.6878 -1.9649 -0.3567
C -2.6998 -3.4069 -0.5716
C -3.5871 -3.6365 -1.7842
C -1.2882 -3.9163 -0.8195
C -3.2981 -4.0461 0.6720
H -1.4119 -0.1956 -3.9863
H -2.4364 -0.4086 -2.5612
H -1.3031 -1.6854 -3.0463
H 1.0936 0.1927 -3.7220
H 1.1139 -1.3662 -2.8832
H 1.8196 0.0594 -2.1103
H -0.4847 2.0062 -3.0004
H 0.1237 1.9852 -1.3339
H -1.5973 1.7286 -1.6522
H -4.6254 -0.2603 -0.4254
H -4.2625 1.4572 -0.6926
H -5.5915 0.9881 0.3759
H -4.0897 -1.3231 1.8196
H -5.0169 -0.0874 2.6766
H -3.3190 -0.3488 3.0908
H -3.1956 2.8262 1.1426
H -2.8798 2.0868 2.7272
H -4.5379 2.4076 2.2176
H -3.1579 -3.1716 -2.6716
H -4.5757 -3.2107 -1.6118
H -3.6978 -4.7051 -1.9698
H -0.8106 -3.3836 -1.6437
H -1.3200 -4.9764 -1.0715
H -0.6682 -3.8131 0.0769
H -4.3068 -3.6692 0.8443
H -2.6890 -3.8332 1.5530
H -3.3523 -5.1279 0.5467
Br 2.3675 -2.5721 0.0681
C 4.2179 -2.6183 0.6232
Br 4.7997 -0.8694 1.1016
H 4.7961 -2.9723 -0.2197
H 4.2650 -3.2617 1.4915
N 0.3102 1.4071 2.6679
H 0.1778 1.0728 3.6165
H -0.5798 1.6532 2.2436
H 0.9325 2.2107 2.7054
O 3.1178 2.1132 1.6760
C 2.7783 2.1063 0.5027
O 1.8730 1.2290 0.0607
C 3.3106 3.0447 -0.5103
C 4.2704 3.9827 -0.1386
C 4.7841 4.8590 -1.0818
C 4.3468 4.8045 -2.3978
C 3.3931 3.8626 -2.7398
C 2.8650 2.9799 -1.8239
N 2.9162 3.7881 -4.1382
O 3.3994 4.5588 -4.9353
O 2.0782 2.9444 -4.3960
H 4.6068 4.0146 0.8892
H 5.5297 5.5869 -0.7941
H 4.7335 5.4750 -3.1515
H 2.1245 2.2626 -2.1386
Cl 4.6566 -0.2362 5.0270
C 3.3442 -1.4312 5.1563
C 2.6614 -1.5999 3.8114
O 2.7394 -2.6245 3.1720
O 1.9860 -0.5255 3.4266
H 2.6378 -1.0683 5.8980
H 3.7677 -2.3839 5.4522
```

Results
* spin multiplicity: 6
* electronic energy: -8047.8173 Eh
* LUMO level (spin up / spin down): -0.0989 / -0.2345 hartree
* M: 922.2 g/mol
* charge: +1
* <S²>: 8.762

In the Löwdin picture, each atom carries the following charge in e: Ir 1.2906; C -0.0177; C -0.5833; C -0.0237; C -0.0086; O -0.2264; Si -0.0871; S 0.6124; O -0.1495; C -0.6162; C -0.0114; C -0.0192; C -0.0235; O -0.1370; C -0.6157; C -0.0108; C -0.0319; C -0.0209; H 0.1074; H 0.0882; H 0.0770; H 0.0992; H 0.0852; H 0.0618; H 0.1010; H 0.0674; H 0.0835; H 0.0813; H 0.0936; H 0.0996; H 0.0723; H 0.1024; H 0.0878; H 0.0948; H 0.0800; H 0.0993; H 0.0821; H 0.0954; H 0.0989; H 0.0806; H 0.1053; H 0.0484; H 0.0926; H 0.0723; H 0.0999; Br 0.7125; C -0.9700; Br 0.7217; H 0.0133; H 0.0055; N 0.0191; H 0.0673; H 0.0431; H 0.0630; O 0.0257; C -0.5707; O -0.2456; C -0.1134; C 0.0170; C -0.0285; C 0.0272; C -0.1143; C 0.0680; N -0.3440; O 0.1047; O 0.0714; H 0.1282; H 0.1179; H 0.1279; H 0.0934; Cl 0.6005; C -0.4739; C -0.7110; O -0.0046; O -0.2981; H 0.0839; H 0.0851

Record 3
Here is 5 unconnected molecules or ions with the total composition C22H38BrN4O5PS at a distorted geometry from OMol25. Energies are from the ωB97M-V functional and the def2-TZVPD basis.

```
72
C22H38BrN4O5PS (the ωB97M-V functional and the def2-TZVPD basis)
C 8.4545 -0.2523 1.0594
C 9.1834 1.1198 0.5377
O 9.7634 0.8840 -0.7977
C 8.2081 2.4330 0.4342
O 6.8716 2.2700 1.0261
C 5.8018 2.3099 0.0161
O 4.7308 3.3287 0.1217
C 3.5575 2.6569 -0.4819
O 2.7974 2.9675 -1.5349
O 3.4402 1.4420 0.3717
C 4.8658 0.9730 0.3815
Br 5.1785 0.3325 2.2919
P 4.7902 -0.4003 -0.9965
S 6.3265 -0.3802 -2.1911
H 7.4354 -0.3992 0.4980
H 9.0983 -1.2277 0.8155
H 8.2720 -0.2733 2.2152
H 10.0918 1.3245 1.2670
H 9.2188 0.1281 -1.2160
H 8.7770 3.3148 1.0039
H 8.1708 2.7670 -0.6946
H 6.0782 2.3173 -1.1226
H 3.6210 -0.0542 -1.8134
H 4.6996 -1.7090 -0.3987
C -1.1132 0.0006 -2.0860
C 0.3658 -0.3531 -2.0042
C 0.6137 -1.7872 -1.5375
C 0.1332 -2.0164 -0.1689
N -0.2591 -2.1931 0.9094
H -1.5957 -0.0633 -1.1056
H -1.2373 1.0258 -2.4502
H -1.6390 -0.6701 -2.7730
H 0.8699 0.3546 -1.3348
H 0.8120 -0.2245 -2.9979
H 1.6894 -1.9932 -1.5782
H 0.1289 -2.4915 -2.2244
C -2.4643 1.5380 2.7778
C -3.7539 0.7414 2.6310
C -3.7982 -0.0965 1.3534
C -3.7725 0.7350 0.1432
N -3.7408 1.3982 -0.8090
H -2.3440 2.2598 1.9639
H -2.4707 2.0977 3.7190
H -1.5930 0.8755 2.7823
H -4.6084 1.4283 2.6620
H -3.8521 0.0718 3.4942
H -4.7142 -0.6983 1.3546
H -2.9561 -0.7991 1.3395
C -2.0051 -4.0452 3.5669
C -3.2509 -4.8983 3.7650
C -4.4964 -4.3004 3.1111
C -4.8698 -3.0102 3.7048
N -5.1525 -1.9855 4.1716
H -2.1176 -3.0582 4.0266
H -1.1381 -4.5291 4.0289
H -1.7900 -3.9070 2.5025
H -3.4213 -5.0450 4.8385
H -3.0687 -5.8899 3.3330
H -5.3302 -5.0022 3.2268
H -4.3297 -4.1794 2.0338
C -5.1381 2.5835 -3.6740
C -6.6436 2.6854 -3.4687
C -7.3879 1.4059 -3.8496
C -7.2600 1.0939 -5.2788
N -7.1453 0.8477 -6.4075
H -4.8872 2.4149 -4.7260
H -4.6502 3.5129 -3.3618
H -4.7168 1.7636 -3.0838
H -7.0304 3.5337 -4.0465
H -6.8389 2.9045 -2.4119
H -8.4492 1.5253 -3.6030
H -7.0150 0.5659 -3.2510
```

Results
* electronic energy: -4769.6468 Eh
* structure (SMILES): C[C@@H](O)CO[C@@H]1OC(=O)O[C@@]1(Br)[PH2]=S.CCCC#N.CCCC#N.CCCC#N.CCCC#N
* LUMO level: -0.0311 hartree
* M: 581.5 g/mol

In the Löwdin picture, each atom carries the following charge in e: C -0.0991; C -0.3310; O -0.1290; C -0.1111; O -0.1835; C -0.2667; O 0.0159; C -0.2443; O 0.0674; O -0.1561; C -0.7564; Br 0.7462; P 0.3976; S 0.1530; H 0.0118; H 0.1089; H 0.0779; H 0.1543; H 0.0887; H 0.1480; H 0.1454; H 0.1598; H 0.0105; H 0.0003; C -0.1126; C -0.2700; C -0.1914; C -0.2080; N 0.1536; H 0.0387; H 0.0783; H 0.0829; H 0.1024; H 0.1120; H 0.0988; H 0.1247; C -0.1095; C -0.2703; C -0.1901; C -0.2059; N 0.1699; H 0.0700; H 0.0738; H 0.0746; H 0.1152; H 0.0764; H 0.1109; H 0.1049; C -0.1175; C -0.2700; C -0.1931; C -0.2125; N 0.1563; H 0.0717; H 0.0753; H 0.0501; H 0.1131; H 0.1098; H 0.1185; H 0.1212; C -0.1263; C -0.2705; C -0.2012; C -0.2327; N 0.1343; H 0.0704; H 0.0748; H 0.0354; H 0.1111; H 0.1083; H 0.1157; H 0.1200